C20H20ClN3O3S2 | the ωB97M-V functional and the def2-TZVPD basis

```
49
Properties=species:S:1:pos:R:3:nbo_charge:R:1
Cl -0.98 -4.79 -0.56 0.098
S -2.03 -1.95 -0.56 0.354
S 1.29 -3.59 1.67 2.182
O 1.74 -2.85 2.81 -0.915
O 0.84 -4.94 1.87 -0.930
O -4.15 3.64 -2.15 -0.519
N -2.57 2.89 0.06 -0.481
N -0.17 -1.34 1.13 -0.502
N -1.54 0.47 0.52 -0.608
C -0.92 -3.19 -0.01 -0.262
C -1.15 -0.81 0.49 0.302
C -4.68 3.60 -0.85 -0.070
C 3.17 -2.36 0.12 -0.203
C -3.61 3.89 0.20 -0.246
C -0.04 -2.67 0.88 -0.191
C -0.14 1.32 2.35 -0.253
C -3.10 2.72 -2.30 -0.072
C 2.53 -3.56 0.38 -0.270
C 3.73 -4.63 -1.37 -0.221
C 5.42 -3.39 -2.74 -0.631
C -1.07 1.50 1.34 0.197
C 0.22 2.38 3.15 -0.200
C -1.27 3.82 1.95 -0.230
C 4.39 -3.44 -1.65 0.012
C 2.79 -4.69 -0.36 -0.189
C -0.35 3.63 2.96 -0.222
C 4.11 -2.31 -0.90 -0.208
C -1.99 2.98 -1.28 -0.250
C -1.63 2.78 1.11 0.107
H -1.19 2.24 -1.39 0.215
H 5.17 -4.07 -3.55 0.220
H -0.08 4.45 3.60 0.214
H -2.36 0.73 -0.02 0.423
H -3.23 4.92 0.03 0.177
H -1.56 3.98 -1.46 0.184
H 6.39 -3.69 -2.34 0.227
H 2.94 -1.50 0.73 0.241
H 5.53 -2.38 -3.13 0.218
H 4.62 -1.38 -1.11 0.214
H 0.95 2.23 3.94 0.218
H -2.72 2.85 -3.32 0.200
H 2.27 -5.60 -0.12 0.243
H 0.28 0.34 2.50 0.261
H -4.04 3.83 1.20 0.218
H 3.95 -5.51 -1.96 0.215
H -5.11 2.60 -0.66 0.165
H -5.47 4.35 -0.82 0.198
H -3.48 1.70 -2.18 0.156
H -1.70 4.80 1.80 0.215
```

## Properties
total charge = 0
frontier orbital gap = 8.330 eV
SMILES = Cc1ccc(S(=O)(=O)c2nc(Nc3ccccc3N3CCOCC3)sc2Cl)cc1
lowest unoccupied orbital energy = 0.36 eV